{"formula": "C4H8O2", "method": "wB97M-V/def2-TZVPD", "spin_multiplicity": 1, "de_lowest_kcal_mol": 3.06, "fmax_ha_per_bohr": 0.0258, "lumo_energy_ha": 0.276, "charge": -2, "smiles": "[O-]CCCC[O-]", "e_homo_ha": 0.0365, "species": ["C", "H", "H", "H", "H", "O", "O", "C", "C", "H", "H", "H", "C", "H"], "positions_angstrom": [[-0.072, -0.346, -0.718], [-1.942, 1.277, 0.269], [0.727, 0.231, 1.222], [0.582, 1.514, 0.034], [2.090, -0.546, -0.944], [1.199, -2.053, -2.017], [-1.151, 2.062, 2.058], [0.069, 0.628, 0.438], [-1.241, 1.073, 1.132], [-0.258, 0.142, -1.678], [-1.645, 0.169, 1.658], [-0.856, -1.092, -0.535], [1.207, -1.227, -0.924], [1.292, -1.833, 0.007]], "forces_ev_per_angstrom": [[0.8, -1.1, 0.2], [-0.1, 0.1, 0.2], [0.1, -0.1, -0.1], [-0.1, 0.1, 0.3], [0.1, 0.3, 0.2], [-0.1, 0.3, 0.0], [0.2, 0.4, -0.3], [0.0, 0.5, 0.0], [0.0, 0.1, 0.5], [-0.2, 0.1, 0.0], [-0.1, -0.4, -0.5], [-0.3, 0.2, -0.1], [-0.2, -0.6, -0.8], [0.1, 0.2, 0.4]], "nbo_charge": [-0.439, 0.049, 0.167, 0.163, 0.059, -1.014, -1.003, -0.435, -0.002, 0.169, 0.060, 0.168, -0.003, 0.061]}

***

{"formula": "C7H14F3O4SSn", "method": "wB97M-V/def2-TZVPD", "spin_multiplicity": 1, "de_lowest_kcal_mol": 20.95, "fmax_ha_per_bohr": 0.1752, "lumo_energy_ha": [-0.211, -0.211], "charge": 1, "e_homo_ha": [-0.3973, -0.3973], "species": ["Sn", "O", "O", "C", "F", "F", "C", "O", "H", "H", "H", "H", "H", "F", "H", "H", "H", "C", "O", "H", "H", "H", "C", "C", "H", "H", "S", "H", "C", "C"], "positions_angstrom": [[0.086, 0.372, 0.332], [0.847, -0.602, -1.338], [-0.987, 1.976, -0.280], [3.220, 0.799, -2.383], [2.394, 1.496, -3.190], [4.456, 1.242, -2.513], [0.568, -3.154, 1.425], [1.635, 1.578, 0.413], [-0.218, 3.867, -0.161], [-3.280, 0.592, 1.251], [-2.633, -0.603, 1.284], [0.795, -4.130, 0.962], [-1.846, 3.849, -0.937], [3.259, -0.430, -2.863], [-0.451, 3.260, -1.791], [-2.979, 2.314, 0.247], [-0.699, -2.947, -1.076], [0.078, -2.436, -0.478], [0.322, -1.835, 0.773], [0.572, -0.902, 3.553], [-0.268, -3.617, 1.964], [-2.738, 1.323, -1.174], [-2.344, 1.516, -0.164], [-0.123, -0.896, 2.701], [0.631, -3.138, -1.135], [-1.000, -1.115, 3.321], [2.536, 1.318, -0.799], [1.411, -3.307, 2.107], [-2.336, 0.314, 0.742], [-0.908, 3.296, -0.794]], "forces_ev_per_angstrom": [[-0.6, -1.6, 1.0], [-2.8, -1.5, 2.8], [-2.3, 1.2, -0.5], [-2.1, -2.4, -3.2], [0.5, 0.3, -1.6], [-0.4, 0.9, 1.3], [0.1, -2.3, 3.2], [-4.5, -1.8, 3.8], [-0.4, -0.1, 0.0], [0.9, 1.5, 2.0], [0.8, -1.7, -2.8], [0.1, 1.0, -2.3], [-0.1, -0.7, 0.6], [-0.3, -1.0, 0.3], [0.0, -0.1, 0.2], [0.6, -0.2, 0.1], [-2.9, 2.1, 1.9], [2.0, 2.5, -4.9], [0.2, -7.4, -2.6], [0.8, 0.0, -0.1], [-0.7, 1.5, 0.2], [0.3, 0.1, -0.1], [-1.6, -1.0, -2.0], [0.1, 2.0, 1.9], [3.1, 0.9, 1.8], [-0.9, -0.3, -0.6], [8.0, 4.0, -0.8], [0.2, 1.8, 0.2], [0.0, 0.7, 1.6], [1.9, 1.7, -1.3]], "nbo_charge": [2.086, -0.970, -0.612, 0.840, -0.336, -0.273, -0.383, -0.948, 0.229, 0.292, 0.324, 0.279, 0.224, -0.311, 0.224, 0.215, 0.257, 0.196, -0.569, 0.124, 0.231, 0.218, -0.093, -0.179, 0.232, 0.129, 0.431, 0.265, -0.841, -0.282]}